1.
This record from the Open Molecules 2025 dataset describes a structure of composition C24H19Cl2MoN2O5. The level of theory is ωB97M-V/def2-TZVPD.

**HOMO-LUMO gap**: 0.2476 hartree
**Max |F|**: 0.82 eV Å⁻¹
**Total energy**: -2400.033676 Ha
**E_LUMO**: -5.061 eV

Structure (ORCA input):
```
! RIJCOSX wB97M-V def2-TZVPD def2/J DEFGRID3
* xyz 1 1
Mo -0.08 0.77 1.06
Cl 3.41 3.14 1.78
Cl 2.26 -1.93 0.34
O -0.59 -1.99 -0.79
O 0.10 0.31 -3.42
O -1.80 -0.07 0.70
O -0.10 0.74 -1.25
O -3.60 -0.20 -0.59
N 1.63 0.88 1.04
N -1.44 4.14 -4.48
C -0.96 -1.09 3.28
C 0.26 3.58 -0.02
C -0.04 -0.06 -2.17
C -2.23 3.15 -1.23
C -0.80 2.99 0.71
C -2.57 -0.67 -0.21
C -1.16 3.70 -1.94
C -0.57 2.50 2.09
C -0.07 -0.06 2.97
C 3.93 1.57 1.27
C -2.05 2.80 0.09
C 2.98 0.60 0.96
C -1.31 3.97 -3.35
C 5.70 0.02 0.87
C 5.28 1.29 1.22
C 3.43 -0.69 0.63
C 0.90 0.29 3.92
C 0.07 3.95 -1.34
C -0.86 -1.77 4.49
C 4.78 -0.98 0.58
C 0.10 -1.40 5.42
C -0.11 -1.57 -2.03
C 0.98 -0.37 5.13
C -2.00 -2.00 -0.69
H 1.21 3.73 0.46
H -1.55 -2.57 4.71
H -1.46 2.40 2.71
H -2.27 -2.76 0.05
H 1.60 1.09 3.71
H 0.18 1.28 -3.47
H 5.99 2.07 1.46
H 0.16 -1.92 6.36
H 0.91 -1.93 -2.15
H -3.18 2.98 -1.72
H -1.73 -1.39 2.58
H 5.10 -1.98 0.34
H -2.48 -2.26 -1.63
H 0.27 2.95 2.62
H 1.73 -0.08 5.86
H 0.87 4.40 -1.91
H -0.70 -1.96 -2.87
H 6.75 -0.21 0.83
H -2.86 2.35 0.64
*
```

Löwdin atomic charge list, values in e, 2 entries:
1 Mo 1.76
2 Cl 0.76


2.
This record from the Open Molecules 2025 dataset describes a cluster of 2 separate species, C24H19FO6S in total. The level of theory is ωB97M-V/def2-TZVPD.

**HOMO-LUMO gap**: 0.3229 hartree
**Max |F|**: 0.40 eV Å⁻¹
**Total energy**: -1875.455797 Ha
**E_LUMO**: -0.751 eV

Structure (ORCA input):
```
! RIJCOSX wB97M-V def2-TZVPD def2/J DEFGRID3
* xyz 0 1
S 1.62 2.11 -1.79
F 2.17 6.55 -2.79
O 1.95 3.64 -1.29
O 2.13 6.48 -0.58
O 2.72 -4.73 -0.14
O 1.48 -2.48 4.57
O 2.26 1.32 -0.79
O 0.04 2.14 -1.42
C 0.03 -6.31 3.76
C -0.82 1.54 -2.42
C -4.55 1.67 -1.81
C -3.79 3.88 -2.27
C 3.63 -2.12 0.32
C 1.27 -4.34 3.14
C 1.74 -2.97 3.49
C 0.33 -6.88 2.53
C 2.96 -0.94 2.75
C -3.26 1.19 -1.95
C 1.12 4.67 -1.81
C 0.50 -5.04 4.07
C 2.54 -2.24 2.47
C 3.70 -0.24 1.82
C 1.10 -6.19 1.61
C 2.42 -4.21 0.91
C 4.05 -0.83 0.61
C -6.24 3.53 -1.78
C 2.87 -2.83 1.25
C 1.85 5.97 -1.60
C 1.58 -4.92 1.91
C -2.50 3.41 -2.42
C -2.22 2.06 -2.26
C -4.84 3.02 -1.96
H 0.91 4.53 -2.87
H 2.68 -0.49 3.69
H -6.57 3.41 -0.75
H -0.04 -7.87 2.28
H -1.71 4.10 -2.68
H 0.27 -4.58 5.02
H -0.57 -6.85 4.48
H 1.34 -6.63 0.65
H 4.63 -0.28 -0.12
H -0.81 0.46 -2.27
H -6.29 4.59 -2.02
H 3.89 -2.60 -0.61
H -0.44 1.76 -3.42
H -3.98 4.94 -2.40
H 4.02 0.77 2.03
H -3.05 0.14 -1.82
H -6.94 3.00 -2.43
H 0.17 4.72 -1.27
H -5.35 0.99 -1.57
*
```

Löwdin atomic charge list, values in e, 2 entries:
1 S 0.95
2 F 0.09


3.
This record from the Open Molecules 2025 dataset describes a structure of composition C24H19LiO5S2. The level of theory is ωB97M-V/def2-TZVPD.

**HOMO-LUMO gap**: 0.2047 hartree
**Max |F|**: 2.82 eV Å⁻¹
**Total energy**: -2105.921204 Ha
**E_LUMO**: -0.975 eV

Structure (ORCA input):
```
! RIJCOSX wB97M-V def2-TZVPD def2/J DEFGRID3
* xyz 0 1
S -1.48 -0.38 2.88
S -0.97 1.89 1.06
O -1.81 2.25 -0.07
O -2.58 -1.31 2.66
O 0.99 1.09 -4.71
O -0.35 -0.75 3.72
O 0.36 2.49 1.18
C -0.32 -0.39 -1.08
C -0.88 0.12 1.29
C -3.18 3.70 4.00
C -0.71 -0.96 -2.28
C -1.86 2.28 2.57
C -0.19 -0.51 -3.46
C 0.29 -4.10 -0.60
C 2.41 -1.38 0.62
C -2.41 3.53 2.85
C -0.62 -3.47 0.24
C 3.59 -2.28 -1.31
C -3.40 2.63 4.86
C 1.62 2.38 -4.84
C -0.02 -2.27 0.91
C 1.55 -3.34 -0.55
C -2.88 1.38 4.57
C 0.56 0.68 -3.48
C -0.78 -0.92 0.26
C 2.69 -3.35 -1.40
C 0.64 0.64 -1.10
C -2.11 1.20 3.42
C 3.46 -1.27 -0.31
C 1.43 -2.33 0.40
C 0.90 1.35 -2.28
Li 2.72 0.21 -1.78
H -3.99 2.76 5.77
H -1.81 -1.42 0.13
H 1.08 3.16 -4.27
H 0.12 -4.88 -1.36
H 1.57 2.57 -5.92
H -0.12 -2.08 2.02
H -3.60 4.68 4.22
H 1.33 2.36 -2.22
H -1.69 -3.72 0.36
H -2.23 4.36 2.14
H 4.46 -2.29 -1.97
H -3.07 0.50 5.20
H 2.31 -0.69 1.45
H 2.67 2.34 -4.50
H 4.14 -0.38 -0.31
H 1.19 0.87 -0.17
H 2.76 -4.16 -2.12
H -0.41 -1.01 -4.41
H -1.40 -1.82 -2.27
*
```

Löwdin atomic charge list, values in e, 2 entries:
1 S 0.69
2 S 0.69


4.
This record from the Open Molecules 2025 dataset describes a structure of composition C24H19MnO4P. The level of theory is ωB97M-V/def2-TZVPD.

**<S²>**: 6.079
**HOMO-LUMO gap (alpha / beta)**: 0.2974 / 0.1378 hartree
**Max |F|**: 9.34 eV Å⁻¹
**Total energy**: -2717.974976 Ha
**E_LUMO (alpha / beta)**: -9.468 / -13.881 eV

Structure (ORCA input):
```
! RIJCOSX wB97M-V def2-TZVPD def2/J DEFGRID3
* xyz 3 5
Mn -3.27 -0.49 -0.46
P 0.09 -0.18 -0.07
O -2.48 -1.78 2.21
O -2.38 2.14 0.84
O -1.92 -2.81 -1.90
O -2.37 1.10 -2.89
C 0.82 -0.29 1.62
C 3.37 -2.71 -2.23
C 2.08 -1.50 3.29
C 1.41 -0.84 4.31
C -5.27 0.37 -0.12
C 1.18 2.41 0.56
C -2.85 1.16 0.38
C 0.30 0.53 2.64
C 1.47 4.10 -1.15
C 1.86 -1.18 1.95
C -2.96 -1.34 1.20
C 1.13 3.16 -2.14
C 2.14 -3.26 -1.85
C -2.89 0.49 -2.01
C 1.16 -2.44 -1.29
C 3.63 -1.35 -2.03
C 0.70 1.53 -0.41
C 0.61 0.27 3.98
C -2.64 -2.01 -1.39
C 2.67 -0.56 -1.38
C 1.43 -1.08 -1.03
C 0.69 1.89 -1.76
C 1.51 3.71 0.19
C -5.14 -0.80 -0.77
H 1.84 4.40 0.96
H -0.27 1.43 2.38
H 0.21 -2.88 -0.96
H 1.95 -4.33 -1.94
H -5.49 0.42 0.96
H -5.27 -1.77 -0.24
H 1.36 2.08 1.57
H 0.23 0.94 4.76
H 2.95 0.46 -1.08
H 4.14 -3.35 -2.69
H 4.59 -0.92 -2.33
H 1.55 -1.12 5.36
H 1.24 3.42 -3.20
H 1.74 5.14 -1.44
H -5.40 1.32 -0.66
H 0.39 1.18 -2.53
H -5.18 -0.85 -1.87
H 2.51 -1.56 1.16
H 2.82 -2.28 3.53
*
```

Löwdin atomic charge list, values in e, 2 entries:
1 Mn 0.10
2 P 1.19


5.
This record from the Open Molecules 2025 dataset describes an isolated molecule of C24H19N3O5. The level of theory is ωB97M-V/def2-TZVPD.

**SMILES**: COC(=O)Cc1ccc(NC(=O)c2ccc3c(c2)C(=O)N(Cc2cccnc2)C3=O)cc1
**HOMO-LUMO gap**: 0.3031 hartree
**Max |F|**: 0.69 eV Å⁻¹
**Total energy**: -1466.521422 Ha
**E_LUMO**: -0.715 eV

Structure (ORCA input):
```
! RIJCOSX wB97M-V def2-TZVPD def2/J DEFGRID3
* xyz 0 1
O 4.21 3.51 -0.04
O -0.14 -3.20 -0.35
O 0.93 -3.89 1.50
O -2.33 0.51 1.95
O -1.60 3.44 -1.46
N -2.28 2.02 0.21
N 4.47 1.30 -0.38
N -3.93 -1.51 -1.22
C 2.09 1.22 1.41
C 2.09 -3.87 -0.62
C -5.45 0.27 0.25
C 0.80 0.88 1.79
C -1.71 1.22 1.20
C -4.24 0.67 -0.29
C 0.91 -3.68 0.31
C -0.25 1.42 1.07
C 2.24 -1.48 -1.35
C 2.32 2.09 0.35
C -3.70 2.05 -0.06
C 3.74 2.40 -0.05
C 3.98 -2.33 0.05
C -3.52 -0.27 -1.02
C 2.81 -2.54 -0.66
C 1.26 2.69 -0.34
C -5.09 -1.88 -0.70
C -1.34 2.71 -0.54
C -1.31 -2.91 0.41
C -0.02 2.33 0.03
C -5.89 -1.03 0.04
C 4.56 -1.08 0.11
C 3.95 0.00 -0.53
C 2.81 -0.22 -1.30
H -3.82 2.67 -0.95
H -5.37 -2.91 -0.88
H -2.57 -0.02 -1.48
H 2.93 0.79 1.94
H 1.44 3.39 -1.14
H -6.83 -1.37 0.44
H -1.56 -3.75 1.06
H 5.46 1.44 -0.50
H -2.11 -2.72 -0.30
H 0.62 0.19 2.60
H 2.37 0.60 -1.84
H 4.44 -3.16 0.58
H 2.74 -4.65 -0.23
H -1.15 -2.02 1.04
H 1.34 -1.63 -1.92
H -6.04 0.96 0.84
H 5.47 -0.92 0.68
H -4.22 2.52 0.78
H 1.73 -4.13 -1.61
*
```

Löwdin atomic charge list, values in e, 2 entries:
1 O 0.09
2 O -0.04


6.
This record from the Open Molecules 2025 dataset describes a structure of composition C24H20AuClF3O3PS. The level of theory is ωB97M-V/def2-TZVPD.

**<S²>**: 2.010
**HOMO-LUMO gap (alpha / beta)**: 0.3077 / 0.1972 hartree
**Max |F|**: 4.39 eV Å⁻¹
**Total energy**: -2787.123521 Ha
**E_LUMO (alpha / beta)**: 0.379 / -3.004 eV

Structure (ORCA input):
```
! RIJCOSX wB97M-V def2-TZVPD def2/J DEFGRID3
* xyz 0 3
Au -1.18 -2.43 0.12
Cl -1.18 -2.17 -2.15
S 0.46 -4.98 0.26
P 0.27 0.97 -0.32
F -1.74 -6.50 1.14
F -0.36 -7.58 -0.14
F -1.77 -6.18 -1.04
O 0.32 -3.59 -0.53
O 1.54 -5.61 -0.39
O 0.62 -4.80 1.64
C -2.10 -3.46 1.92
C -2.48 4.56 -1.33
C 3.58 0.25 -2.60
C 2.20 2.21 3.71
C 2.52 0.14 -1.71
C 0.40 1.22 2.44
C -2.57 3.36 -2.03
C -0.99 -6.43 0.02
C -3.49 -2.56 0.27
C -2.96 -1.46 1.04
C -0.71 3.64 0.03
C 2.86 2.47 -3.19
C -1.74 2.29 -1.70
C -2.13 -2.02 2.09
C 0.94 1.60 3.66
C 1.62 1.21 -1.53
C -2.94 -3.78 0.78
C 2.35 2.09 1.30
C 1.80 2.37 -2.29
C 1.09 1.48 1.24
C -0.79 2.42 -0.66
C 3.75 1.41 -3.35
C -1.56 4.70 -0.30
C 2.89 2.45 2.53
H -3.14 5.39 -1.59
H 4.58 1.49 -4.05
H 2.38 -0.77 -1.13
H -0.57 0.73 2.40
H 0.40 1.40 4.58
H -1.81 1.35 -2.23
H -1.53 -4.16 2.51
H -4.06 -2.46 -0.65
H -1.56 -1.46 2.83
H -3.13 -0.41 0.85
H 2.98 3.38 -3.78
H -3.07 -4.77 0.35
H 2.89 2.29 0.39
H -3.29 3.25 -2.84
H 2.63 2.49 4.67
H 3.87 2.93 2.56
H -1.49 5.63 0.25
H 1.11 3.20 -2.18
H 0.01 3.75 0.84
H 4.28 -0.58 -2.71
*
```

Löwdin atomic charge list, values in e, 2 entries:
1 Au 0.92
2 Cl -0.03


7.
This record from the Open Molecules 2025 dataset describes a structure of composition C24H20B2F8MnN4O8. The level of theory is ωB97M-V/def2-TZVPD.

**<S²>**: 8.756
**HOMO-LUMO gap (alpha / beta)**: 0.0988 / 0.1116 hartree
**Max |F|**: 4.27 eV Å⁻¹
**Total energy**: -3746.842552 Ha
**E_LUMO (alpha / beta)**: -7.545 / -7.197 eV

Structure (ORCA input):
```
! RIJCOSX wB97M-V def2-TZVPD def2/J DEFGRID3
* xyz 0 6
Mn 1.01 -0.91 -2.26
F 2.45 -0.35 -5.58
F 1.18 1.40 -5.33
F 1.44 0.66 -7.47
F 3.75 -5.76 -1.72
F 3.54 -3.60 -1.25
F 1.92 -4.63 -2.23
F 2.38 -5.14 -0.02
F 0.29 -0.46 -5.81
O 5.52 3.55 -0.37
O -2.75 3.72 -1.51
O 2.17 -0.37 5.70
O -4.23 -4.62 -2.10
O -3.67 4.43 0.23
O -5.31 -5.02 -0.29
O 5.11 5.64 -0.38
O 0.95 -1.56 4.36
N -5.07 -5.24 -1.49
N 5.90 4.70 -0.31
N -3.43 4.55 -0.92
N 1.41 -1.37 5.50
C -5.99 -7.90 -3.96
C -4.11 5.66 -1.67
C 1.10 -2.21 6.62
C -5.82 -6.34 -2.20
C -5.26 7.89 -2.90
C -7.48 -8.09 -2.23
C -4.05 7.34 -3.41
C 1.21 -2.87 9.02
C 9.61 4.16 0.16
C 0.16 -3.27 6.48
C 0.39 -3.98 8.80
C -3.49 6.25 -2.76
C 8.23 3.90 0.04
C 9.10 6.49 0.47
C 9.99 5.44 0.32
C -0.19 -4.14 7.51
C -6.89 -7.00 -1.58
C 7.31 4.97 0.01
C -5.91 7.28 -1.86
C 1.54 -2.02 7.94
C 7.73 6.31 0.24
C -6.98 -8.61 -3.38
C -5.35 -6.79 -3.44
C -5.31 6.19 -1.23
B 2.86 -4.81 -1.28
B 1.37 0.31 -6.11
H -5.52 -8.40 -4.80
H 7.19 7.25 0.23
H -8.31 -8.56 -1.72
H -0.34 -3.49 5.55
H 1.67 -2.75 9.99
H -7.24 -6.70 -0.61
H -4.57 -6.24 -3.95
H 9.60 7.44 0.60
H 11.03 5.69 0.17
H -3.50 7.86 -4.18
H 7.91 2.92 -0.30
H -6.80 7.80 -1.55
H 10.34 3.42 -0.13
H -2.56 5.85 -3.14
H -5.86 5.74 -0.41
H -5.69 8.78 -3.33
H 2.07 -1.11 8.19
H 0.35 -4.74 9.57
H -0.85 -4.97 7.30
H -7.27 -9.56 -3.82
*
```

Löwdin atomic charge list, values in e, 2 entries:
1 Mn 1.83
2 F 0.12


8.
This record from the Open Molecules 2025 dataset describes a cluster of 8 separate species, C24H20B2N6O18 in total. The level of theory is ωB97M-V/def2-TZVPD.

**HOMO-LUMO gap**: 0.2983 hartree
**Max |F|**: 1.77 eV Å⁻¹
**Total energy**: -2659.598125 Ha
**E_LUMO**: 2.803 eV

Structure (ORCA input):
```
! RIJCOSX wB97M-V def2-TZVPD def2/J DEFGRID3
* xyz -2 1
O 4.51 2.55 4.17
O -0.33 0.93 -2.95
O 4.17 -1.81 2.83
O 3.78 -3.37 1.27
O 3.51 -1.05 -1.85
O -7.45 3.45 4.81
O -0.24 1.01 -0.62
O -1.68 2.77 -0.37
O 1.36 -3.00 -1.80
O 5.83 -0.61 1.71
O 4.20 0.66 3.00
O -1.87 2.58 -3.21
O 5.76 -1.76 -0.24
O -5.90 4.93 4.74
O 1.80 0.43 -1.91
O 6.53 1.01 5.53
O 0.10 -1.12 -1.68
O 5.86 -0.61 4.09
N 1.90 -4.87 -6.36
N -3.22 5.16 -3.67
N 4.91 -4.04 -2.48
N -0.15 1.77 3.42
N -6.37 3.86 4.42
N -3.74 0.03 -3.37
C -4.24 3.25 3.31
C 2.36 -0.75 -1.89
C 5.82 0.57 4.67
C 0.17 -4.68 -4.40
C -3.37 -0.96 -2.90
C 0.98 -0.01 1.91
C -4.18 1.35 1.83
C -1.10 6.14 -2.54
C -3.53 2.40 2.47
C -2.27 5.59 -3.19
C -2.89 -2.21 -2.31
C 4.17 -4.61 -1.81
C -1.09 1.94 -2.56
C 3.25 -5.43 -1.05
C -5.59 3.00 3.54
C -6.24 1.97 2.88
C -0.99 2.04 -1.02
C 4.74 1.41 3.93
C 5.42 -1.55 0.87
C 4.36 -2.41 1.66
C -5.54 1.12 2.05
C 1.21 -1.81 -1.82
C 1.12 -4.77 -5.52
C 0.30 0.97 2.73
B 4.98 -0.59 2.91
B 0.33 0.33 -1.78
H 3.12 -6.39 -1.54
H -7.28 1.73 3.07
H 0.66 -5.25 -3.61
H -3.77 -2.69 -1.88
H -6.11 0.38 1.52
H 0.30 -0.71 1.41
H -0.18 -3.73 -4.03
H -3.55 0.72 1.22
H -3.71 4.07 3.77
H 1.72 -0.63 2.40
H -0.35 5.40 -2.27
H -1.43 6.53 -1.58
H 1.45 0.62 1.15
H 3.65 -5.71 -0.07
H -2.24 -1.89 -1.49
H 2.28 -4.95 -0.90
H -0.66 -5.28 -4.77
H -2.49 2.51 2.19
H -2.28 -2.86 -2.92
H -0.59 6.91 -3.12
*
```

Löwdin atomic charge list, values in e, 2 entries:
1 O 0.15
2 O 0.22


Q: The lowest total energy belongs to which entry?
A: C24H20B2F8MnN4O8